{"formula": "C24H68Cl4N11O7P3", "method": "ωB97M-V/def2-TZVPD", "spin_multiplicity": 2, "homo_ev": [0.1, -4.4], "homo_lumo_gap_ev": [1.730, 6.231], "total_charge": -1, "e_lumo_ev": [1.828, 1.827], "species": ["O", "P", "N", "C", "C", "N", "C", "C", "N", "C", "C", "H", "H", "H", "H", "H", "H", "H", "H", "H", "H", "H", "H", "H", "H", "H", "H", "H", "H", "O", "P", "N", "C", "C", "N", "C", "C", "N", "C", "C", "H", "H", "H", "H", "H", "H", "H", "H", "H", "H", "H", "H", "H", "H", "H", "H", "H", "H", "O", "P", "N", "C", "C", "N", "C", "C", "N", "C", "C", "H", "H", "H", "H", "H", "H", "H", "H", "H", "H", "H", "H", "H", "H", "H", "H", "H", "H", "C", "N", "O", "O", "H", "H", "H", "C", "N", "O", "O", "H", "H", "H", "Cl", "C", "C", "Cl", "H", "H", "H", "H", "Cl", "C", "C", "Cl", "H", "H", "H", "H"], "coordinates": [[13.586, -4.834, 6.826], [12.679, -4.122, 5.874], [11.387, -3.303, 6.668], [11.347, -3.213, 8.111], [10.233, -2.846, 5.934], [12.030, -5.107, 4.623], [11.117, -6.252, 5.030], [12.742, -5.400, 3.495], [13.424, -2.702, 5.078], [14.911, -2.518, 5.192], [12.749, -1.815, 4.091], [11.747, -4.142, 8.517], [10.320, -3.140, 8.468], [11.967, -2.380, 8.442], [10.259, -1.757, 5.948], [9.281, -3.091, 6.406], [10.155, -3.236, 4.920], [10.543, -5.925, 5.896], [10.436, -6.568, 4.240], [11.630, -7.183, 5.271], [12.083, -5.736, 2.694], [13.410, -4.594, 3.192], [13.437, -6.181, 3.804], [15.239, -2.801, 4.192], [15.012, -1.447, 5.365], [15.339, -3.217, 5.910], [13.418, -1.470, 3.303], [12.288, -0.987, 4.631], [11.884, -2.317, 3.657], [19.063, -3.734, 0.418], [17.596, -3.555, 0.373], [16.857, -5.083, 0.724], [17.409, -6.286, 0.013], [15.513, -5.239, 1.367], [17.006, -3.180, -1.231], [15.617, -3.491, -1.648], [17.638, -2.064, -1.898], [16.814, -2.374, 1.411], [15.439, -1.801, 1.239], [17.668, -1.718, 2.470], [16.926, -7.218, 0.306], [18.469, -6.470, 0.186], [17.363, -6.045, -1.049], [15.448, -4.435, 2.099], [15.444, -6.178, 1.917], [14.633, -5.258, 0.724], [14.858, -3.591, -0.871], [15.233, -2.813, -2.411], [15.698, -4.453, -2.153], [17.691, -2.339, -2.951], [17.088, -1.130, -1.781], [18.682, -1.999, -1.592], [15.476, -1.195, 0.334], [14.622, -2.491, 1.033], [15.081, -1.182, 2.062], [18.127, -2.509, 3.063], [17.043, -1.054, 3.067], [18.404, -1.049, 2.023], [22.027, -4.269, 13.415], [20.831, -4.336, 12.562], [20.696, -5.808, 11.548], [21.384, -7.049, 12.009], [19.826, -5.981, 10.409], [20.763, -3.140, 11.405], [20.287, -1.794, 11.675], [21.806, -3.160, 10.352], [19.327, -4.279, 13.460], [18.029, -4.005, 12.924], [19.254, -4.905, 14.786], [22.154, -6.752, 12.721], [21.949, -7.566, 11.233], [20.638, -7.733, 12.412], [20.448, -6.466, 9.656], [19.394, -5.032, 10.092], [18.979, -6.602, 10.700], [19.646, -1.748, 12.555], [21.068, -1.104, 11.995], [19.949, -1.394, 10.719], [21.565, -2.400, 9.608], [22.815, -2.914, 10.685], [21.961, -4.126, 9.873], [17.648, -4.908, 12.448], [17.336, -3.716, 13.715], [18.112, -3.245, 12.147], [18.833, -4.147, 15.447], [20.196, -5.294, 15.174], [18.540, -5.729, 14.755], [21.538, -4.689, 6.738], [22.516, -5.714, 6.421], [22.099, -6.694, 5.901], [23.684, -5.421, 6.590], [21.960, -3.694, 6.593], [21.416, -4.789, 7.817], [20.622, -4.482, 6.185], [23.929, 0.078, 9.570], [22.572, 0.754, 9.657], [21.684, 0.377, 8.934], [22.482, 1.501, 10.599], [24.553, 0.698, 8.926], [23.740, -0.845, 9.022], [24.386, -0.075, 10.548], [25.264, 0.038, 6.294], [25.172, -1.012, 4.903], [23.861, -0.915, 4.121], [22.407, -1.347, 5.029], [25.133, -2.018, 5.320], [26.110, -0.881, 4.363], [23.831, -1.607, 3.280], [23.620, 0.077, 3.740], [17.491, -0.577, 6.070], [19.135, -1.205, 5.952], [19.596, -1.860, 7.234], [18.600, -3.343, 7.500], [19.780, -0.347, 5.760], [19.172, -1.879, 5.096], [19.465, -1.200, 8.091], [20.652, -2.115, 7.148]]}